1.
A gas-phase ion, C6H7Br2N2 (charge +1), computed with ωB97M-V/def2-TZVPD.

## Properties
**Gap between HOMO and LUMO**: 7.9 eV
**Strongest force on any atom**: 5.8 eV/A
**Total charge**: +1

Last column: Löwdin charge in e.
Atoms and positions in Å:
C (-1.25233, -1.23037, -0.05190)  -0.08
C (0.61348, 0.53089, -0.11061)  -0.18
C (0.12176, -0.87591, -0.10097)  -0.22
C (-2.30210, -0.29270, -0.12808)  -0.69
C (-0.14302, 1.65338, -0.13077)  -0.49
C (2.14568, 0.90845, 0.16874)  -0.02
N (-2.15672, 0.97959, -0.14297)  0.12
N (1.04963, -1.84922, 0.03885)  0.16
Br (-4.12596, -1.04906, 0.01933)  0.76
Br (-0.08253, 3.42236, 0.08231)  0.98
H (-1.62569, -2.25559, -0.08247)  0.10
H (2.23405, 1.73809, 0.77297)  0.03
H (2.66245, 0.07468, 0.67692)  0.08
H (2.80611, 1.01450, -0.72551)  0.11
H (-2.82632, 1.64580, -0.02765)  0.06
H (0.88344, -2.85158, -0.08232)  0.15
H (1.99806, -1.56331, -0.17584)  0.10

2.
A molecular structure, CuF, computed with ωB97M-V/def2-TZVPD.

## Properties
**Multiplicity**: 2
**Gap between HOMO and LUMO (alpha / beta)**: 11.5 / 8.5 eV
**Strongest force on any atom**: 2.6 eV/A
**Total charge**: +1

Last column: Löwdin spin population.
Atoms and positions in Å:
Cu (-2.63547, 8.62527, 30.67400)  0.50
F (-3.57136, 8.21924, 29.03836)  0.50

3.
A molecular structure, H37O19, computed with ωB97M-V/def2-TZVPD.

## Properties
**Gap between HOMO and LUMO**: 9.5 eV
**Strongest force on any atom**: 3.6 eV/A
**Total charge**: -1

Last column: Löwdin charge in e.
Atoms and positions in Å:
O (1.32557, 0.15881, 1.90947)  -0.25
H (2.05579, 0.26178, 0.96953)  0.01
H (1.42324, -0.53545, 2.55897)  0.02
O (0.11080, 1.51928, 3.85071)  -0.09
H (-1.25444, -1.23913, 0.12855)  0.01
H (-0.58255, 0.92904, 3.55449)  0.01
O (-2.29802, -0.60270, -2.75318)  -0.08
H (-0.27297, -3.78118, 3.26429)  0.05
H (-2.02030, 3.59441, -0.19014)  0.03
O (-3.42884, -2.16607, -0.49041)  -0.10
H (-3.77642, -2.80550, -1.17119)  0.04
H (-4.09930, -1.46607, -0.67287)  0.08
O (0.33271, 2.24227, 0.41605)  -0.11
H (1.04883, 1.49655, 0.52919)  0.03
H (0.08444, -0.73834, 0.98036)  0.00
O (2.67908, 3.64830, 2.35387)  -0.04
H (3.22323, 3.71115, 1.57569)  0.03
H (2.25238, 2.78010, 2.35710)  0.01
O (-2.55635, 4.08842, 0.48355)  -0.10
H (0.57592, 3.03618, 0.93232)  0.05
H (-2.55311, 3.38409, 1.16154)  -0.01
O (-0.15458, -2.86351, 3.51690)  -0.05
H (1.73873, 0.76689, -1.52428)  0.01
O (0.11533, -3.58739, -3.40930)  -0.04
H (1.01966, 4.28730, -1.83936)  0.02
H (-0.76103, -3.51810, -3.01117)  0.00
O (-2.72231, -4.03701, -1.85472)  -0.05
H (-1.80999, -4.17212, -2.10412)  0.02
H (-2.68684, -4.24507, -0.89744)  0.09
O (-2.34916, -2.27601, 2.15767)  -0.12
H (-1.35772, -2.10151, 2.23036)  0.01
H (-2.64307, -1.83892, 1.36226)  -0.04
O (-0.41185, -1.44604, 0.52467)  -0.07
H (-1.87891, -0.72868, -3.66716)  0.08
H (1.05562, 0.31509, -2.80449)  0.03
O (1.78865, 3.95351, -2.30264)  -0.07
H (-0.31808, 1.97611, -2.97477)  0.00
H (0.67890, -2.71147, 3.00261)  0.04
O (1.57820, 1.07933, -2.52124)  -0.14
H (-2.97093, -1.26611, -2.90612)  0.00
H (0.74097, -3.05969, -2.91200)  0.04
O (-2.09715, 2.42867, 2.80511)  -0.07
H (-1.40825, 3.09357, 2.79363)  0.04
H (-1.72003, 1.70388, 2.25686)  0.05
O (-0.65657, 2.45752, -2.22960)  -0.09
H (-0.00653, 2.34162, -1.51372)  -0.02
H (1.43300, 3.79377, -3.17551)  0.02
O (4.50534, -0.12157, -2.13228)  -0.14
H (4.50905, 0.86606, -2.21859)  0.04
H (4.03168, -0.11452, -1.19969)  0.06
O (2.32735, 0.59277, -0.16543)  -0.26
H (2.87176, 1.30673, -0.56238)  0.05
H (0.78829, 1.17335, 3.22448)  -0.01
O (1.52983, -4.24113, 0.71102)  -0.04
H (1.28520, -3.78942, 1.51055)  -0.02
H (1.68576, -3.53385, 0.08204)  0.03

4.
A single C8H8ClNO4 molecule, computed with ωB97M-V/def2-TZVPD.

## Properties
**Gap between HOMO and LUMO**: 8.5 eV
**SMILES string**: CO/C(=C/C=C\C=C\C(=O)Cl)[N+](=O)[O-]
**Strongest force on any atom**: 4.4 eV/A

Last column: Löwdin charge in e.
Atoms and positions in Å:
C (-2.10687, -1.14879, 0.65861)  -0.03
O (-2.01116, -0.64560, -0.66932)  -0.04
C (-0.76120, -0.60897, -1.10613)  -0.26
C (0.36361, -1.20875, -0.58776)  0.00
C (1.82113, -0.83968, -0.94621)  -0.08
C (2.49080, 0.00228, -0.15465)  -0.07
C (1.65112, 0.64565, 0.92412)  -0.03
C (0.38261, 1.09683, 0.83637)  -0.20
C (-0.24462, 1.70735, 1.92250)  -0.80
O (-0.05922, 1.53534, 3.07625)  0.09
Cl (-1.59137, 2.75560, 1.25004)  0.62
N (-0.59598, 0.28102, -2.35671)  -0.33
O (0.41698, 0.13041, -2.99090)  0.09
O (-1.51618, 1.01875, -2.61775)  0.11
H (-2.04247, -2.29731, 0.67947)  0.13
H (-3.06991, -0.77590, 0.93314)  0.10
H (-1.29547, -0.63855, 1.19400)  0.08
H (0.25906, -1.93844, 0.18898)  0.11
H (2.30357, -1.32833, -1.75408)  0.09
H (3.60359, 0.38498, -0.29842)  0.15
H (2.06410, 0.48182, 1.96966)  0.15
H (-0.06214, 1.39027, -0.15123)  0.10

5.
14 unconnected molecules or ions with the total composition C8H44O18, computed with ωB97M-V/def2-TZVPD.

## Properties
**Gap between HOMO and LUMO**: 8.6 eV
**Strongest force on any atom**: 4.9 eV/A

Last column: Löwdin charge in e.
Atoms and positions in Å:
O (-0.54699, -3.21954, -0.34115)  -0.04
H (0.02819, -3.97316, -0.24127)  0.05
H (-0.55033, -2.83986, 0.55345)  0.01
O (-1.55895, -1.98392, 2.03986)  -0.03
H (-1.85881, -2.52858, 2.75056)  0.07
H (-0.71493, -1.75263, 2.39485)  -0.04
O (1.06038, 2.45852, 1.28807)  -0.07
H (0.54278, 1.75046, 1.70952)  -0.02
H (1.31092, 2.08531, 0.43392)  -0.02
O (2.12022, -3.19785, 1.23232)  -0.02
H (2.61505, -4.01639, 1.15784)  0.08
H (1.38630, -3.54475, 1.74691)  0.06
O (0.61330, -1.45834, 3.43503)  -0.03
H (0.29213, -1.85105, 4.28598)  0.12
H (1.12475, -0.67283, 3.56191)  0.05
O (-1.27685, -1.56183, -2.43376)  -0.05
H (-1.23557, -0.63622, -2.20409)  -0.03
H (-1.49157, -2.12139, -1.70687)  -0.03
O (-0.83586, 0.74181, 2.31902)  -0.03
H (-0.69137, 0.20336, 3.07125)  0.02
H (-1.50432, 1.43195, 2.48994)  0.10
O (0.13103, -0.54411, -0.00360)  -0.03
H (0.33689, -1.43568, -0.31445)  0.01
H (-0.23540, -0.41930, 0.87016)  -0.01
O (1.26066, -0.83693, -3.50651)  -0.03
H (0.68688, -0.10175, -3.46742)  -0.02
H (1.41132, -1.12573, -2.61440)  -0.03
O (2.36395, -1.96296, -1.27152)  -0.04
H (2.95635, -2.21679, -1.99529)  0.08
H (2.43359, -2.50901, -0.49020)  0.00
C (-2.25665, 1.98819, -0.64820)  -0.31
C (-2.67192, 1.84657, -2.08561)  -0.19
O (-1.61448, 0.98869, -2.49692)  -0.09
O (-3.07795, 2.78241, 0.11300)  -0.05
H (-1.24243, 2.46817, -0.60633)  0.13
H (-2.06873, 1.02185, -0.22039)  0.09
H (-2.61939, 2.81805, -2.55987)  0.13
H (-3.71342, 1.44237, -2.11500)  0.14
H (-1.57803, 1.34002, -3.37974)  0.10
H (-2.91095, 2.67148, 1.08368)  0.10
C (-4.49831, -1.14386, 1.08273)  -0.23
C (-4.01721, -1.65639, -0.28059)  -0.24
O (-4.85199, -2.73892, -0.69595)  -0.08
O (-3.71318, -0.07067, 1.61777)  -0.10
H (-4.35931, -1.90375, 1.87958)  0.11
H (-5.60581, -1.03420, 1.17568)  0.13
H (-2.95708, -2.05622, -0.22288)  0.11
H (-4.01835, -0.82303, -1.00753)  0.12
H (-5.63462, -2.36059, -1.18718)  0.12
H (-2.78068, -0.12201, 1.40821)  0.02
C (3.52476, 0.04038, 1.53629)  -0.31
C (4.24332, 1.37057, 1.69903)  -0.22
O (4.57270, 1.92484, 0.42029)  -0.05
O (3.32712, -0.64644, 2.66330)  -0.07
H (4.08248, -0.59449, 0.80384)  0.14
H (2.39189, 0.21472, 1.27499)  0.13
H (5.02272, 1.27689, 2.45686)  0.12
H (3.59492, 2.11480, 2.17543)  0.11
H (3.82827, 1.80115, -0.12871)  0.01
H (2.93028, -1.49912, 2.46962)  0.05
C (2.10386, 3.43001, -1.84579)  -0.14
C (1.73866, 1.95189, -2.24823)  -0.25
O (1.98940, 1.43594, -1.02010)  -0.13
O (2.12555, 4.14944, -3.12686)  -0.09
H (3.11840, 3.34019, -1.45382)  0.12
H (1.31800, 3.85505, -1.23948)  0.12
H (2.25147, 1.65610, -3.17530)  0.13
H (0.66569, 1.76016, -2.45501)  0.10
H (1.90623, 0.48886, -0.88082)  0.07
H (1.28100, 4.31010, -3.53004)  0.06

Copy entry 1 word for word.
A gas-phase ion, C6H7Br2N2 (charge +1), computed with ωB97M-V/def2-TZVPD.

## Properties
**Gap between HOMO and LUMO**: 7.9 eV
**Strongest force on any atom**: 5.8 eV/A
**Total charge**: +1

Last column: Löwdin charge in e.
Atoms and positions in Å:
C (-1.25233, -1.23037, -0.05190)  -0.08
C (0.61348, 0.53089, -0.11061)  -0.18
C (0.12176, -0.87591, -0.10097)  -0.22
C (-2.30210, -0.29270, -0.12808)  -0.69
C (-0.14302, 1.65338, -0.13077)  -0.49
C (2.14568, 0.90845, 0.16874)  -0.02
N (-2.15672, 0.97959, -0.14297)  0.12
N (1.04963, -1.84922, 0.03885)  0.16
Br (-4.12596, -1.04906, 0.01933)  0.76
Br (-0.08253, 3.42236, 0.08231)  0.98
H (-1.62569, -2.25559, -0.08247)  0.10
H (2.23405, 1.73809, 0.77297)  0.03
H (2.66245, 0.07468, 0.67692)  0.08
H (2.80611, 1.01450, -0.72551)  0.11
H (-2.82632, 1.64580, -0.02765)  0.06
H (0.88344, -2.85158, -0.08232)  0.15
H (1.99806, -1.56331, -0.17584)  0.10